A cluster of 3 separate species, C4H9NO in total in a non-equilibrium geometry, computed with ωB97M-V/def2-TZVPD.

## Properties
Total charge ... 0
E ... -7820.9332 eV
Energy relative to the best compared isomer or geometry (same formula, charge and spin) ... 11.387 eV
Kohn-Sham gap (alpha / beta) ... 6.19 / 6.18 eV

The geometry in XYZ format:
```
15
Properties=species:S:1:pos:R:3:forces:R:3:lowdin_charge:R:1
C 0.8570 -0.6114 0.8531 -1.299 -0.277 0.014 0.016
C 1.1740 0.4169 -0.1548 0.449 0.959 -0.356 -0.327
N 0.2597 0.3128 -1.2936 0.299 0.461 -0.040 0.054
C -0.0558 1.2193 -0.1780 0.485 0.501 -0.266 -0.318
C -0.8755 0.5030 0.8028 0.280 -1.547 1.380 -0.029
O -1.2988 -1.8674 -1.7019 -0.512 -0.492 2.166 -0.222
H 1.2673 -0.5024 1.8618 -0.505 0.446 -0.174 0.088
H -1.4206 -1.7797 0.8320 0.311 0.220 -2.082 0.299
H 1.0406 -1.6365 0.5211 -0.654 0.045 -0.058 0.078
H 2.1570 0.8282 -0.3232 0.216 -0.140 -0.009 0.140
H 0.6183 0.8769 -2.0624 -0.029 -0.190 0.032 0.119
H -0.1508 2.2754 -0.3945 -0.036 0.019 0.028 0.142
H -1.9560 0.4441 0.6002 0.425 -0.850 -0.321 0.080
H -0.7881 0.6918 1.8599 0.382 0.699 0.135 0.066
H -0.8760 -1.1717 -1.1812 0.190 0.146 -0.451 -0.186
```
Positions in Å, forces in eV/Å.